No. 1
Here is a structure of composition C36H28CrN7O4S2 in a non-equilibrium geometry from the Open Molecules 2025 dataset. Energies are from wB97M-V/def2-TZVPD.

Each line ends with the Löwdin spin population.
Cartesian coordinates (Å):
Cr 10.579 12.734 11.605  3.01
N 7.503 19.283 18.313  0.00
C 7.937 18.528 17.295  0.00
C 8.410 19.145 16.114  0.00
C 8.640 18.385 15.007  0.00
C 8.515 16.973 15.039  0.00
C 8.252 16.362 16.284  0.00
C 7.921 17.131 17.373  0.00
S 10.686 15.502 13.817  0.00
O 11.290 15.385 15.152  0.00
O 8.684 16.289 13.948  0.00
N 10.064 14.130 13.301  0.00
C 9.325 13.247 14.037  0.01
N 8.819 13.411 15.242  0.00
C 8.156 12.307 15.725  0.01
C 8.025 11.086 15.057  0.00
C 8.604 11.023 13.785  0.00
N 9.200 12.121 13.300  0.00
H 7.384 20.272 18.172  0.00
H 6.989 18.860 19.083  0.00
H 8.505 20.243 16.084  0.00
H 8.939 18.841 14.064  0.00
H 8.286 15.266 16.335  0.00
H 7.568 16.657 18.309  0.00
H 7.699 12.477 16.711  0.00
H 7.475 10.251 15.477  0.00
H 8.591 10.146 13.146  0.00
O 12.247 13.462 7.947  0.01
C 11.622 13.372 8.998  0.00
O 11.897 12.636 10.027  -0.01
C 10.348 14.176 9.117  0.01
C 10.054 15.048 8.067  0.00
C 8.989 15.889 8.192  0.01
C 8.159 15.761 9.323  0.00
C 7.036 16.602 9.491  0.00
C 6.211 16.482 10.584  0.00
C 6.436 15.439 11.510  0.00
C 7.488 14.544 11.350  0.00
C 8.419 14.725 10.284  0.01
N 9.609 14.050 10.234  0.01
H 10.694 15.044 7.193  0.00
H 8.801 16.621 7.407  0.00
H 6.853 17.359 8.738  0.00
H 5.392 17.210 10.708  0.00
H 5.797 15.356 12.380  0.00
H 7.611 13.694 12.016  0.00
N 9.329 7.329 7.121  0.06
C 8.400 8.080 7.818  0.17
S 6.763 7.934 7.448  0.20
C 8.865 9.010 8.820  0.15
C 8.001 9.987 9.391  0.06
C 8.511 10.885 10.315  0.05
N 9.825 10.960 10.615  0.14
C 10.671 10.065 10.044  0.05
C 10.199 9.034 9.215  0.08
H 8.956 6.992 6.248  0.01
H 10.247 7.766 6.991  0.01
H 6.928 10.008 9.117  0.01
H 7.888 11.570 10.894  0.00
H 11.706 10.223 10.283  0.00
H 10.945 8.299 8.860  0.01
C 15.025 15.467 13.190  0.00
C 13.916 15.634 12.332  0.01
C 13.050 14.601 12.077  0.00
C 13.206 13.345 12.765  -0.01
C 12.279 12.302 12.695  -0.08
C 12.484 11.112 13.318  0.01
C 13.607 10.945 14.154  0.00
C 14.521 11.968 14.322  0.02
C 14.346 13.190 13.627  -0.01
C 15.283 14.261 13.792  0.00
H 15.687 16.301 13.322  0.00
H 13.768 16.588 11.855  0.00
H 12.281 14.683 11.293  0.00
H 11.770 10.306 13.174  0.00
H 13.720 9.961 14.651  0.00
H 15.385 11.850 14.966  0.00
H 16.182 14.074 14.402  0.00

Force components x, y, z for each atom (eV/Å):
Cr -0.1 -1.8 0.1
N -0.7 1.2 2.4
C 0.7 -1.1 -1.8
C -0.6 0.5 1.0
C 0.3 -0.8 -0.6
C 0.0 1.2 1.5
C 0.0 -0.5 -0.8
C -0.4 0.4 0.8
S -1.1 0.3 0.9
O -1.0 0.3 -0.9
O 2.0 -1.6 -1.1
N 0.2 0.0 -0.1
C 0.6 -0.2 -0.8
N -1.0 -1.8 0.9
C 0.5 1.2 -0.4
C 0.2 0.4 -0.2
C 0.2 1.4 0.3
N 0.2 -1.3 -0.7
H -0.1 -0.2 0.1
H 0.3 0.3 -0.6
H -0.1 -0.5 0.0
H -0.1 -0.1 0.1
H -0.1 0.7 0.0
H 0.4 0.3 -0.5
H 0.2 -0.2 -0.4
H 0.2 0.2 0.0
H 0.0 0.1 0.0
O -0.1 -0.2 0.7
C 0.4 -0.7 -0.1
O -0.5 1.1 0.1
C -0.4 0.1 0.9
C -0.3 0.3 -0.3
C 0.3 -0.2 -0.1
C -0.5 -0.3 0.3
C -0.3 0.0 0.4
C 0.1 0.3 -0.4
C 0.7 -0.5 -0.2
C -0.3 0.6 -0.3
C -0.1 1.2 0.1
N -0.2 -0.3 -1.7
H 0.0 0.0 0.2
H -0.2 -0.1 0.3
H 0.0 0.0 0.1
H 0.4 -0.6 0.1
H 0.0 -0.1 0.0
H 0.1 0.3 0.1
N 0.9 0.1 -0.1
C -0.4 1.1 0.7
S -0.1 -0.2 -0.2
C -1.1 -1.0 -1.3
C -0.5 0.8 1.0
C -0.7 -0.7 -0.7
N 1.2 0.7 0.7
C -1.2 -1.0 -0.7
C 2.6 1.2 1.1
H -0.1 -0.1 0.0
H -0.5 -0.2 0.2
H 0.9 -0.1 0.3
H -0.1 -0.1 -0.5
H 0.3 -0.2 0.0
H -0.6 0.5 0.2
C 0.1 -0.6 0.2
C -0.3 -0.5 -0.1
C 0.3 -0.5 0.1
C 1.2 0.9 0.7
C -1.6 -0.2 -1.1
C 0.3 0.0 0.4
C 0.4 -0.6 0.3
C -0.5 -0.6 -0.3
C 0.0 0.2 -0.1
C -0.4 -0.1 -0.2
H 0.3 0.3 0.1
H 0.0 0.2 -0.2
H 0.3 0.2 0.6
H 0.1 0.0 0.2
H 0.2 0.8 -0.2
H -0.1 0.0 0.0
H -0.5 0.3 -0.3

Computed properties:
* 2S+1: 5
* relative energy (zero: lowest compared OMol25 entry of this formula, charge and spin): 2.5 kcal per mole
* HOMO energy (alpha / beta): -0.100 / -0.167 hartree
* LUMO (alpha / beta): 1.4135 / 1.3452 eV
* ⟨S²⟩: 6.076
* E_tot: -3913.85791 hartree
* charge: -1

=====

No. 2
Here is a structure of composition C36H29BrN6O2PSSe2V from the Open Molecules 2025 dataset. Energies are from wB97M-V/def2-TZVPD.

Each line ends with the Löwdin spin population.
Cartesian coordinates (Å):
V 0.438 0.607 -0.334  2.82
O -0.416 3.994 5.988  0.00
N -0.164 2.810 6.099  0.00
O -0.156 2.190 7.137  0.00
C 0.196 2.076 4.870  0.00
C 1.059 1.053 5.018  0.00
C 1.511 0.317 3.881  0.00
C 2.424 -0.748 3.976  0.01
C 2.806 -1.402 2.834  0.00
C 2.269 -0.996 1.606  0.02
N 1.406 -0.001 1.497  0.01
C 1.032 0.657 2.617  0.01
C 0.086 1.740 2.475  0.00
N -0.353 2.004 1.218  0.01
C -1.251 2.954 1.046  0.01
C -1.769 3.701 2.105  0.00
C -1.314 3.467 3.377  0.00
C -0.343 2.467 3.591  0.00
H 1.415 0.796 6.007  0.00
H 2.812 -1.037 4.944  0.00
H 3.506 -2.224 2.861  0.00
H 2.537 -1.492 0.683  0.00
H -1.579 3.133 0.030  0.00
H -2.513 4.461 1.913  0.00
H -1.688 4.046 4.206  0.00
Se 2.610 0.304 -1.889  0.01
P 1.337 -1.321 -2.576  0.02
Se 0.024 -1.921 -0.973  0.01
C 0.349 -0.795 -4.015  0.00
C 0.917 0.022 -4.989  0.00
C 0.192 0.357 -6.123  0.00
C -1.101 -0.123 -6.288  0.00
C -1.670 -0.935 -5.318  0.00
C -0.948 -1.273 -4.181  0.00
C 2.333 -2.698 -3.197  0.01
C 1.785 -3.978 -3.200  0.00
C 2.506 -5.034 -3.735  0.00
C 3.771 -4.813 -4.264  0.00
C 4.318 -3.538 -4.256  0.00
C 3.602 -2.478 -3.722  0.00
H 1.923 0.401 -4.854  0.00
H 0.638 0.988 -6.880  0.00
H -1.663 0.134 -7.177  0.00
H -2.677 -1.311 -5.447  0.00
H -1.389 -1.902 -3.416  0.00
H 0.803 -4.146 -2.773  0.00
H 2.085 -6.030 -3.735  0.00
H 4.334 -5.639 -4.679  0.00
H 5.307 -3.369 -4.661  0.00
H 4.033 -1.485 -3.700  0.00
Br -2.898 0.438 -1.255  0.01
C -1.852 1.573 -2.337  0.01
C -2.429 2.182 -3.438  0.00
C -1.654 3.062 -4.171  0.01
C -0.348 3.306 -3.772  0.00
C 0.145 2.630 -2.677  0.01
N -0.591 1.757 -1.962  0.02
H -3.454 1.966 -3.699  0.00
H -2.068 3.555 -5.040  0.00
H 0.289 3.993 -4.309  0.00
H 1.170 2.753 -2.356  0.00
N -4.352 -0.424 2.374  0.00
C -3.428 -1.204 1.760  0.00
S -1.801 -1.026 2.108  0.00
N -3.940 -2.056 0.846  0.00
C -3.255 -3.063 0.102  0.00
C -3.539 -3.179 -1.251  0.00
C -2.946 -4.186 -1.997  0.00
C -2.062 -5.068 -1.392  0.00
C -1.787 -4.948 -0.037  0.00
C -2.389 -3.954 0.719  0.00
H -4.017 0.147 3.130  0.00
H -5.325 -0.684 2.387  0.00
H -4.932 -1.995 0.669  0.00
H -4.221 -2.479 -1.719  0.00
H -3.174 -4.280 -3.051  0.00
H -1.598 -5.855 -1.972  0.00
H -1.107 -5.640 0.441  0.00
H -2.186 -3.865 1.777  0.00

Force components x, y, z for each atom (eV/Å):
V -0.2 -0.2 0.0
O 0.0 0.0 0.0
N 0.0 0.0 0.0
O 0.0 0.0 0.0
C 0.0 0.0 0.0
C 0.0 0.0 0.0
C 0.0 0.0 0.0
C 0.0 0.0 0.0
C 0.0 0.0 0.0
C 0.0 0.0 0.0
N 0.1 -0.1 0.0
C -0.1 0.1 0.0
C 0.1 0.0 -0.1
N 0.1 0.0 0.0
C 0.0 0.0 0.0
C 0.0 0.0 0.0
C 0.0 0.0 0.0
C -0.1 0.0 0.0
H 0.0 0.0 0.0
H 0.0 0.0 0.0
H 0.0 0.0 0.0
H 0.0 0.0 0.0
H 0.0 0.0 0.0
H 0.0 0.0 0.0
H 0.0 0.0 0.0
Se -0.1 0.0 0.1
P 0.0 0.0 0.0
Se 0.0 0.1 -0.1
C 0.0 0.0 0.0
C 0.0 0.0 0.0
C 0.0 0.0 0.0
C 0.0 0.0 0.0
C 0.0 0.0 0.0
C 0.0 0.0 0.0
C 0.0 0.0 0.0
C 0.0 0.0 0.0
C 0.0 0.0 0.0
C 0.0 0.0 0.0
C 0.0 0.0 0.0
C 0.0 0.0 0.0
H 0.0 0.0 0.0
H 0.0 0.0 0.0
H 0.0 0.0 0.0
H 0.0 0.0 0.0
H 0.0 0.0 0.0
H 0.0 0.0 0.0
H 0.0 0.0 0.0
H 0.0 0.0 0.0
H 0.0 0.0 0.0
H 0.0 0.0 0.0
Br 0.0 0.0 0.0
C 0.0 0.0 0.0
C 0.0 0.0 0.0
C 0.0 0.0 0.0
C 0.0 0.0 0.0
C -0.1 0.0 0.0
N 0.1 0.0 0.0
H 0.0 0.0 0.0
H 0.0 0.0 0.0
H 0.0 0.0 0.0
H 0.0 0.0 0.0
N 0.0 0.0 0.0
C 0.0 0.0 0.0
S 0.0 0.0 0.0
N 0.0 0.0 0.0
C 0.0 0.0 0.0
C 0.0 0.0 0.0
C 0.0 0.0 0.0
C 0.0 0.0 0.0
C 0.0 0.0 0.0
C 0.0 0.0 0.0
H 0.0 0.0 0.0
H 0.0 0.0 0.0
H 0.0 0.0 0.0
H 0.0 0.0 0.0
H 0.0 0.0 0.0
H 0.0 0.0 0.0
H 0.0 0.0 0.0
H 0.0 0.0 0.0

Computed properties:
* 2S+1: 4
* relative energy (zero: lowest compared OMol25 entry of this formula, charge and spin): 5.1 kcal per mole
* HOMO energy (alpha / beta): -0.369 / -0.380 hartree
* LUMO (alpha / beta): -3.3633 / -3.3431 eV
* ⟨S²⟩: 3.763
* E_tot: -10928.61666 hartree
* charge: +1

=====

No. 3
Here is a cluster of 6 separate species, C36H29Cl2F4NO12S in total in a non-equilibrium geometry from the Open Molecules 2025 dataset. Energies are from wB97M-V/def2-TZVPD.

Each line ends with the Löwdin charge.
Cartesian coordinates (Å):
C 1.527 6.192 -0.317  -0.14
C -0.026 5.816 -0.746  -0.63
Cl -0.108 6.132 -2.608  0.51
C -0.417 4.236 -0.550  -0.64
Cl -2.168 3.888 -1.165  0.60
N -0.330 3.722 0.870  -0.25
C 1.034 3.166 1.215  -0.19
C 0.905 1.684 1.979  -0.03
C 2.362 0.989 2.288  -0.22
F 2.115 -0.097 3.309  -0.02
F 2.960 0.288 1.103  -0.01
F 3.391 1.910 2.822  0.02
S -0.922 4.865 2.049  0.90
O -1.361 4.007 3.299  -0.34
O 0.158 5.856 2.588  -0.32
F -2.386 5.681 1.549  -0.23
H 1.977 6.861 -1.197  0.08
H 2.226 5.226 -0.285  0.09
H 1.607 6.849 0.654  0.09
H -0.818 6.573 -0.281  0.12
H 0.281 3.600 -1.274  0.14
H 1.690 3.857 1.904  0.14
H 1.695 2.949 0.252  0.15
H 0.355 0.983 1.197  0.15
H 0.286 1.863 2.964  0.14
C -4.290 2.304 1.107  0.02
C -5.372 2.354 1.890  0.04
C -6.273 1.193 2.027  -0.37
O -7.264 1.238 2.742  0.09
C -5.931 -0.026 1.266  0.02
C -4.850 -0.075 0.482  0.02
C -3.949 1.086 0.346  -0.39
O -2.957 1.041 -0.369  0.05
H -3.619 3.147 0.995  0.06
H -5.635 3.240 2.456  0.10
H -6.602 -0.869 1.377  0.12
H -4.586 -0.961 -0.083  0.12
C 4.743 -2.116 3.428  0.03
C 4.685 -1.689 4.693  0.03
C 5.667 -2.140 5.700  -0.38
O 5.613 -1.751 6.858  0.10
C 6.715 -3.079 5.254  0.02
C 6.773 -3.506 3.988  0.03
C 5.791 -3.055 2.982  -0.36
O 5.845 -3.444 1.824  0.09
H 4.030 -1.796 2.678  0.11
H 3.923 -1.000 5.036  0.12
H 7.428 -3.399 6.004  0.12
H 7.535 -4.195 3.646  0.12
C 5.662 -4.128 -1.274  0.03
C 4.683 -4.999 -1.536  0.03
C 4.440 -5.488 -2.908  -0.37
O 3.543 -6.285 -3.149  0.08
C 5.321 -4.978 -3.977  0.03
C 6.299 -4.107 -3.715  0.03
C 6.543 -3.618 -2.344  -0.38
O 7.440 -2.822 -2.102  0.10
H 5.854 -3.759 -0.274  0.08
H 4.029 -5.384 -0.762  0.12
H 5.129 -5.347 -4.977  0.10
H 6.953 -3.723 -4.489  0.12
C -8.688 4.073 3.377  0.02
C -10.020 3.971 3.335  0.03
C -10.853 5.049 2.766  -0.38
O -12.072 4.958 2.729  0.10
C -10.157 6.242 2.244  0.02
C -8.825 6.343 2.286  0.02
C -7.992 5.265 2.855  -0.38
O -6.772 5.356 2.892  0.09
H -8.062 3.292 3.792  0.10
H -10.545 3.103 3.713  0.13
H -10.782 7.023 1.829  0.12
H -8.299 7.212 1.908  0.12
C 2.147 -6.812 -6.162  0.03
C 1.169 -7.684 -6.424  0.03
C 0.925 -8.173 -7.795  -0.38
O 0.028 -8.969 -8.037  0.10
C 1.806 -7.663 -8.865  0.02
C 2.785 -6.791 -8.603  0.02
C 3.028 -6.302 -7.231  -0.37
O 3.925 -5.506 -6.990  0.09
H 2.339 -6.443 -5.162  0.10
H 0.515 -8.068 -5.650  0.12
H 1.614 -8.032 -9.865  0.12
H 3.439 -6.407 -9.377  0.12

Force components x, y, z for each atom (eV/Å):
C 0.6 0.4 -0.9
C 0.3 0.5 -0.1
Cl -0.1 -0.4 1.6
C 0.2 0.3 -1.4
Cl 1.9 0.7 0.5
N 0.2 1.5 -1.4
C 2.6 -1.4 1.1
C -0.1 0.5 -0.9
C 0.7 -1.1 0.6
F 1.2 3.4 -3.1
F -1.8 2.4 3.8
F -3.3 -3.1 -1.7
S 1.3 -0.2 9.1
O 1.0 2.8 -5.8
O -4.2 -2.8 -3.6
F 3.5 -1.8 0.1
H -1.1 -1.5 2.0
H -1.7 2.1 0.2
H -0.4 -1.7 -1.8
H 1.7 -1.9 -0.9
H -1.5 1.3 1.9
H -1.6 -1.1 -1.4
H -1.8 0.8 1.8
H 1.1 1.2 2.0
H 1.4 -0.7 -1.9
C -0.3 0.2 0.3
C 0.3 0.2 -0.1
C -0.5 0.1 0.4
O 0.5 -0.1 -0.4
C 0.3 -0.3 -0.3
C -0.4 -0.2 0.2
C 0.7 0.1 -0.5
O -0.6 -0.2 0.5
H -0.1 -0.1 0.0
H 0.0 0.0 0.0
H 0.0 0.0 0.0
H 0.0 0.0 0.0
C -0.2 0.2 0.3
C -0.2 0.0 -0.4
C -0.1 0.3 0.9
O 0.1 -0.3 -0.8
C 0.2 -0.3 -0.4
C 0.2 0.0 0.4
C 0.0 -0.2 -0.7
O 0.0 0.2 0.8
H 0.0 0.0 0.0
H 0.0 0.0 0.0
H 0.0 0.0 0.0
H 0.0 0.0 0.0
C -0.3 -0.2 0.2
C 0.2 0.2 0.2
C -0.4 -0.3 0.0
O 0.4 0.4 0.1
C 0.4 0.2 -0.2
C -0.2 -0.2 -0.3
C 0.6 0.5 0.1
O -0.6 -0.5 -0.2
H 0.0 0.0 -0.1
H 0.0 0.0 0.0
H -0.1 0.0 0.0
H 0.0 0.0 0.0
C -0.3 -0.2 0.2
C 0.4 -0.1 0.1
C -0.9 -0.2 0.0
O 0.8 0.1 0.0
C 0.4 0.3 -0.1
C -0.4 0.2 -0.1
C 0.7 0.0 0.1
O -0.6 -0.1 -0.1
H 0.0 0.0 -0.1
H 0.0 0.0 0.0
H 0.0 0.0 0.0
H 0.0 0.0 0.0
C -0.4 -0.2 0.2
C 0.3 0.3 0.2
C -0.7 -0.6 -0.1
O 0.6 0.5 0.1
C 0.4 0.3 -0.2
C -0.2 -0.2 -0.3
C 0.5 0.4 0.2
O -0.4 -0.4 -0.2
H 0.1 0.0 0.0
H 0.0 0.0 0.0
H 0.0 0.0 0.0
H 0.0 0.0 0.0

Computed properties:
* HOMO energy: -0.369 hartree
* LUMO: -2.1587 eV
* E_tot: -4064.50164 hartree